(1)
This record from the Open Molecules 2025 dataset describes a molecular structure, C64H52IrOP4S2. The level of theory is ωB97M-V/def2-TZVPD.

Geometry as XYZ:
```
124
Properties=species:S:1:pos:R:3
Ir -0.339 -0.040 -0.038
S 0.345 0.027 2.498
P 2.091 -0.300 1.617
C 1.505 -0.015 0.003
P 2.142 0.155 -1.607
S 0.384 -0.173 -2.486
C 2.888 1.759 -1.865
C 3.276 2.096 -3.162
C 3.933 3.292 -3.388
C 4.206 4.148 -2.325
C 3.832 3.806 -1.034
C 3.172 2.606 -0.800
C 3.406 -1.018 -2.105
C 4.760 -0.684 -2.012
C 5.723 -1.620 -2.356
C 5.341 -2.887 -2.779
C 3.996 -3.221 -2.868
C 3.027 -2.289 -2.536
C 2.756 -1.957 1.780
C 2.576 -2.893 0.770
C 3.148 -4.152 0.882
C 3.875 -4.480 2.015
C 4.029 -3.556 3.043
C 3.482 -2.289 2.925
C 3.420 0.766 2.167
C 3.174 1.791 3.073
C 4.228 2.584 3.510
C 5.511 2.358 3.033
C 5.751 1.350 2.103
C 4.711 0.547 1.673
H 3.072 1.421 -3.986
H 4.249 3.553 -4.389
H 4.725 5.080 -2.505
H 4.070 4.464 -0.207
H 2.897 2.322 0.209
H 5.061 0.304 -1.685
H 6.771 -1.356 -2.302
H 6.097 -3.611 -3.053
H 3.705 -4.207 -3.206
H 1.975 -2.529 -2.635
H 2.002 -2.625 -0.107
H 3.029 -4.876 0.084
H 4.328 -5.460 2.101
H 4.587 -3.819 3.932
H 3.618 -1.564 3.718
H 2.169 1.955 3.443
H 4.047 3.371 4.230
H 6.334 2.958 3.399
H 6.753 1.186 1.728
H 4.897 -0.256 0.968
C -7.082 0.416 -1.201
C -6.242 0.357 0.088
C -7.170 0.426 1.313
C -5.462 -0.950 0.117
C -6.106 -2.181 0.200
C -5.405 -3.380 0.222
C -4.023 -3.370 0.167
C -3.350 -2.156 0.078
P -1.535 -2.142 0.049
C -1.167 -3.076 -1.459
C -1.975 -2.795 -2.563
C -1.696 -3.353 -3.799
C -0.608 -4.203 -3.949
C 0.204 -4.481 -2.861
C -0.059 -3.904 -1.626
C -1.179 -2.996 1.607
C -1.803 -2.426 2.722
C -1.507 -2.869 3.997
C -0.562 -3.871 4.179
C 0.046 -4.454 3.081
C -0.263 -4.025 1.796
C -4.078 -0.981 0.046
O -3.315 0.147 -0.053
C -3.908 1.372 0.035
C -3.020 2.432 0.042
C -3.512 3.731 0.124
C -4.878 3.936 0.201
C -5.743 2.851 0.189
C -5.283 1.540 0.109
P -1.220 2.179 -0.067
C -0.910 2.935 -1.685
C 0.099 3.835 -2.007
C 0.272 4.247 -3.323
C -0.548 3.756 -4.324
C -1.560 2.857 -4.010
C -1.734 2.442 -2.704
C -0.646 3.109 1.375
C -1.366 2.887 2.552
C -0.960 3.466 3.742
C 0.180 4.258 3.777
C 0.915 4.460 2.619
C 0.512 3.880 1.424
H -7.781 -0.420 -1.242
H -6.443 0.370 -2.084
H -7.655 1.343 -1.242
H -7.895 -0.388 1.297
H -7.728 1.362 1.325
H -6.598 0.357 2.239
H -7.187 -2.208 0.248
H -5.939 -4.318 0.282
H -3.464 -4.298 0.199
H -2.833 -2.141 -2.454
H -2.328 -3.127 -4.647
H -0.390 -4.640 -4.914
H 1.052 -5.145 -2.973
H 0.611 -4.106 -0.805
H -2.526 -1.628 2.587
H -2.002 -2.425 4.850
H -0.298 -4.191 5.179
H 0.766 -5.252 3.217
H 0.191 -4.532 0.961
H -2.827 4.570 0.129
H -5.271 4.941 0.272
H -6.809 3.033 0.241
H 0.744 4.249 -1.251
H 1.051 4.959 -3.558
H -0.406 4.076 -5.347
H -2.213 2.479 -4.786
H -2.521 1.734 -2.470
H -2.254 2.267 2.536
H -1.536 3.301 4.643
H 0.490 4.721 4.705
H 1.805 5.075 2.641
H 1.103 4.053 0.539
```

Output
- HOMO-LUMO gap (alpha / beta) (eV) = 6.16 / 6.49
- spin multiplicity = 2
- charge = +2
- total energy (eV) = -130914.9374
- <S²> = 0.7551

=====

(2)
This record from the Open Molecules 2025 dataset describes 6 unconnected molecules or ions with the total composition C64H61ClN2O25S. The level of theory is ωB97M-V/def2-TZVPD.

Geometry as XYZ:
```
154
Properties=species:S:1:pos:R:3
C -1.475 6.956 -0.892
C -0.609 6.814 -2.285
C -0.618 5.300 -2.930
C 0.815 4.532 -2.712
C 0.891 3.652 -1.298
C 2.275 2.769 -1.093
C 2.569 1.863 0.268
C 3.995 1.062 0.382
C 5.284 1.871 -0.272
C 6.075 0.999 -1.443
C 6.425 -0.541 -0.971
S 7.628 -1.436 -2.115
C 6.757 -2.077 -3.652
N 7.229 -3.144 -4.648
N 6.362 -3.403 -5.729
C 5.178 -2.454 -5.515
O 5.460 -1.710 -4.267
C 1.371 1.861 1.403
C -0.039 2.744 1.237
C -0.283 3.638 -0.146
C -1.143 2.687 2.490
O -1.808 3.812 2.797
C -1.310 1.247 3.310
C -2.759 0.744 3.975
C -4.141 1.625 3.838
C -4.484 2.094 2.283
C -6.002 1.665 1.791
C -6.819 2.942 1.084
O -8.281 2.841 1.221
C -8.808 3.809 2.205
C -8.270 3.778 3.788
O -9.758 4.735 1.945
C -2.711 -0.714 4.794
C -4.010 -1.376 5.567
C -4.478 -2.835 4.982
C -6.114 -2.692 4.664
C -4.398 -3.929 6.245
C -1.301 -1.609 4.879
C 0.114 -1.098 4.215
Cl 1.588 -2.216 4.403
C 0.099 0.357 3.448
C 1.500 0.984 2.786
O 2.618 0.745 3.476
H -0.827 7.005 0.084
H -2.097 7.970 -0.964
H -2.295 6.101 -0.796
H -1.129 7.516 -3.078
H 0.472 7.227 -2.055
H -1.476 4.650 -2.471
H -0.816 5.394 -4.080
H 1.647 5.379 -2.583
H 1.175 3.899 -3.650
H 3.146 2.774 -1.906
H 4.320 0.807 1.499
H 3.817 -0.003 -0.126
H 5.026 2.943 -0.666
H 6.093 2.027 0.592
H 7.128 1.547 -1.573
H 5.522 1.063 -2.474
H 5.433 -1.201 -0.967
H 6.853 -0.526 0.135
H 4.273 -2.404 -6.262
H -1.277 4.240 -0.282
H -4.136 2.508 4.607
H -5.044 0.910 4.149
H -3.672 1.751 1.502
H -4.481 3.287 2.295
H -5.898 0.752 1.034
H -6.689 1.297 2.693
H -6.591 2.907 -0.083
H -6.392 3.981 1.460
H -9.158 4.009 4.551
H -7.976 2.650 3.989
H -7.363 4.520 3.913
H -3.648 -1.570 6.688
H -4.938 -0.667 5.651
H -3.870 -3.209 4.055
H -6.279 -1.713 4.016
H -6.555 -3.659 4.168
H -6.600 -2.466 5.731
H -3.281 -4.096 6.607
H -4.949 -4.919 5.947
H -4.940 -3.374 7.149
H -1.315 -2.648 5.435
C 10.386 -6.686 -2.566
C 9.810 -5.676 -3.220
C 10.234 -4.266 -2.995
O 9.700 -3.361 -3.625
C 11.293 -4.015 -2.005
C 11.867 -5.025 -1.348
C 11.461 -6.437 -1.594
O 12.019 -7.345 -0.988
O 12.861 -4.796 -0.415
O 8.796 -5.902 -4.133
H 10.088 -7.715 -2.721
H 11.580 -2.985 -1.838
H 13.114 -5.684 -0.080
H 8.547 -5.015 -4.472
C -4.318 9.884 -6.918
C -4.325 9.403 -5.673
C -3.093 8.838 -5.056
O -3.125 8.420 -3.904
C -1.868 8.801 -5.870
C -1.863 9.279 -7.116
C -3.087 9.869 -7.724
O -3.046 10.317 -8.864
O -0.716 9.245 -7.888
O -5.478 9.412 -4.911
H -5.205 10.300 -7.379
H -0.985 8.371 -5.415
H -0.967 9.650 -8.747
H -5.225 9.012 -4.051
C -13.075 6.673 6.867
C -12.062 5.806 6.912
C -11.534 5.168 5.674
O -10.590 4.390 5.744
C -12.184 5.501 4.397
C -13.199 6.366 4.353
C -13.708 7.024 5.587
O -14.631 7.828 5.512
O -13.816 6.682 3.156
O -11.464 5.468 8.112
H -13.467 7.145 7.759
H -11.802 5.017 3.507
H -14.518 7.328 3.387
H -10.757 4.827 7.880
C 7.116 -10.370 -2.427
C 6.739 -11.552 -1.934
C 7.374 -12.117 -0.711
O 6.994 -13.196 -0.270
C 8.454 -11.346 -0.076
C 8.833 -10.167 -0.571
C 8.179 -9.589 -1.777
O 8.537 -8.494 -2.199
O 9.849 -9.438 0.019
O 5.742 -12.293 -2.540
H 6.661 -9.946 -3.314
H 8.919 -11.777 0.802
H 9.935 -8.623 -0.523
H 5.652 -13.105 -1.995
C 4.069 -6.615 -3.458
C 3.089 -5.921 -2.878
C 2.066 -6.589 -2.026
O 1.188 -5.922 -1.490
C 2.152 -8.049 -1.865
C 3.130 -8.744 -2.449
C 4.168 -8.072 -3.277
O 5.066 -8.735 -3.786
O 3.214 -10.117 -2.303
O 2.988 -4.552 -3.045
H 4.820 -6.142 -4.078
H 1.392 -8.525 -1.258
H 4.007 -10.385 -2.818
H 2.199 -4.283 -2.526
```

Output
- HOMO-LUMO gap (eV) = 6.82
- total energy (eV) = -144846.9304
- structure (SMILES) = CCCCc1cc(CCCCSc2nnco2)c2c(c1)C(=O)c1c(CCCCOC(C)=O)c(CC(C)C)cc(Cl)c1C2=O.O=C1C=C(O)C(=O)C=C1O.O=C1C=C(O)C(=O)C=C1O.O=C1C=C(O)C(=O)C=C1O.O=C1C=C(O)C(=O)C=C1O.O=C1C=C(O)C(=O)C=C1O

=====

Number 1: strongest force on any atom 0.023 Eh/bohr. Number 2: strongest force on any atom 0.171 Eh/bohr.